Density functional theory data (ωB97M-V/def2-TZVPD) for a molecular structure, C41H60ClCoN5O4.

Geometry as XYZ:
```
112
Properties=species:S:1:pos:R:3:mulliken_charge:R:1
Co -0.57920 -0.40341 0.26185 1.676
C 2.69903 0.60425 0.26284 -0.327
C 2.88841 -0.46985 -0.65938 -0.042
C 2.16869 -1.58032 -0.15777 0.028
C 1.48713 -1.12606 1.02259 -2.232
C 1.87677 0.22509 1.30916 0.157
C 1.67836 0.99458 2.61622 2.681
C 0.43249 1.89520 2.59352 -1.084
C 2.89580 1.88714 2.87985 -2.070
C 1.53684 0.02613 3.79529 -1.739
C 2.21264 -3.08456 -0.47256 2.855
C 3.58938 -3.67712 -0.10936 -1.726
C 1.85554 -3.42466 -1.93309 -1.355
C 1.22618 -3.84331 0.43021 -2.377
C 3.66953 -0.23406 -1.96888 2.752
C 4.77124 -1.25341 -2.27776 -1.973
C 2.70845 -0.19836 -3.16774 -1.252
C 4.37867 1.12926 -1.92383 -2.067
H 3.12531 1.59559 0.16184 0.239
H 1.11825 -1.79332 1.79037 1.255
H 0.49513 2.61580 1.77126 0.071
H 0.33333 2.45242 3.53266 0.724
H -0.47028 1.28660 2.47062 -0.576
H 2.98400 2.67383 2.12564 0.347
H 3.81509 1.29933 2.86045 0.353
H 2.80600 2.36872 3.85935 0.459
H 0.64201 -0.58607 3.68086 -0.016
H 1.45979 0.58206 4.73595 0.458
H 2.40328 -0.63814 3.85626 0.352
H 4.39796 -3.28030 -0.71108 0.189
H 3.57588 -4.76773 -0.23303 0.479
H 3.81457 -3.45670 0.93716 0.357
H 2.67622 -3.22495 -2.62153 0.227
H 0.99739 -2.83403 -2.25928 -0.319
H 1.60513 -4.48769 -2.03227 0.634
H 1.53361 -3.79223 1.47721 0.385
H 1.21692 -4.89936 0.14417 0.579
H 0.21162 -3.45564 0.35076 0.405
H 4.38311 -2.24534 -2.48771 0.329
H 5.47850 -1.32431 -1.44794 0.351
H 5.32395 -0.93037 -3.16656 0.488
H 2.19849 -1.15502 -3.29272 -0.011
H 3.24528 0.03231 -4.09693 0.600
H 1.95186 0.56973 -3.00748 -0.271
H 5.02935 1.20601 -1.05018 0.411
H 3.66950 1.96048 -1.89056 0.135
H 4.99078 1.25266 -2.82172 0.449
C 0.53819 2.97180 -2.37826 -1.014
C -0.28524 2.46429 -1.23310 0.188
O -0.01549 1.40189 -0.67566 0.256
N -1.31120 3.23152 -0.82935 0.017
C -2.16802 2.82591 0.27578 -0.743
C -3.14810 1.73482 -0.07710 0.597
C -4.39355 2.04109 -0.60781 -0.904
C -5.29127 1.01628 -0.85323 -0.855
C -4.92571 -0.27729 -0.52263 -1.445
C -3.66288 -0.49893 -0.00374 -0.094
N -2.77205 0.48123 0.18950 1.257
H 1.57832 2.71693 -2.18845 -0.127
H 0.43619 4.04809 -2.51933 0.572
H 0.22669 2.45894 -3.29169 0.251
H -1.53156 4.06103 -1.35079 0.292
H -2.70469 3.70734 0.61863 0.869
H -1.53453 2.47554 1.08542 -1.097
H -4.65799 3.07320 -0.80276 0.564
H -6.27048 1.22898 -1.26412 0.458
H -5.60618 -1.10744 -0.65550 0.619
H -3.35001 -1.49159 0.29445 0.215
C -6.07452 -2.61364 4.69693 -1.338
C -5.50284 -1.26519 4.35599 1.021
C -6.30908 -0.15066 4.19596 -0.835
C -5.75804 1.08032 3.86689 0.162
Cl -6.80512 2.46288 3.66029 -0.262
C -4.39767 1.21873 3.70012 -0.918
C -3.57070 0.10981 3.85785 -0.192
C -4.12045 -1.12137 4.18333 0.500
O -3.39292 -2.26301 4.35811 -0.495
C -2.02059 -2.24380 3.97961 -1.219
C -1.86821 -2.07451 2.46646 0.196
O -2.35365 -2.95645 1.74052 -0.880
O -1.30364 -1.00116 2.07808 0.694
H -7.16034 -2.56387 4.77653 0.409
H -5.67018 -2.98251 5.64142 0.304
H -5.80744 -3.34827 3.93500 0.270
H -7.38198 -0.24082 4.32076 0.364
H -3.97454 2.18146 3.44424 0.495
H -2.50849 0.21960 3.69361 0.232
H -1.63472 -3.22127 4.25400 0.475
H -1.47310 -1.46901 4.51434 0.369
C -2.50687 -5.12646 -2.27396 -0.687
C -1.82140 -4.82640 -0.95992 -0.768
N -1.62810 -3.39350 -0.82910 0.310
C -1.47476 -2.52937 -1.85225 -0.917
N -1.23433 -1.26278 -1.58608 1.248
C -1.25351 -0.29242 -2.68283 0.171
C -1.86989 -0.81611 -3.96357 -1.169
C -1.25747 -2.16943 -4.24384 -0.508
N -1.55648 -3.03686 -3.11854 0.370
C -1.69584 -4.46741 -3.37035 -0.573
H -3.51777 -4.70910 -2.26787 0.274
H -2.57544 -6.20059 -2.44662 0.414
H -0.85871 -5.34654 -0.91804 0.201
H -2.40852 -5.15511 -0.10479 0.329
H -1.79168 -3.01353 0.10412 -0.207
H -0.23247 0.03492 -2.88612 -0.527
H -1.81489 0.58482 -2.35125 -0.245
H -1.68063 -0.11969 -4.78189 0.468
H -2.95094 -0.93286 -3.85205 0.340
H -0.17541 -2.07191 -4.39589 0.111
H -1.67804 -2.62812 -5.13749 0.498
H -0.70918 -4.94183 -3.43208 0.212
H -2.17678 -4.58762 -4.34045 0.447
```

- ΔE to the lowest compared entry with this formula, charge and spin: 9.5 kcal per mole
- Multiplicity: 4
- Charge: 0
- Energy: -109283.6078 eV